[1]
Formula: C24H34FN2O3
Source: the OMol25 dataset
Level of theory: ωB97M-V/def2-TZVPD

CARTESIAN COORDINATES (ANGSTROEM)
1 N 1.778 0.155 3.589
2 C 2.278 1.417 2.969
3 O 3.434 1.854 3.197
4 C 1.316 2.257 1.985
5 C 0.129 2.924 2.848
6 C -1.326 2.315 2.516
7 C -1.924 2.670 1.130
8 C -3.300 2.086 0.726
9 C -4.008 1.159 1.747
10 C -3.425 0.827 3.169
11 C -2.049 1.423 3.564
12 C -4.286 -0.148 4.128
13 O -4.364 0.021 5.362
14 C -5.069 -1.319 3.342
15 C -5.602 -1.010 2.047
16 C -6.331 -2.223 1.285
17 C -5.140 -3.058 0.547
18 F -4.965 -4.329 1.216
19 C -5.422 0.461 1.407
20 O -6.311 1.038 0.736
21 H 1.363 0.453 4.487
22 H 1.046 -0.269 2.985
23 H 1.917 3.127 1.524
24 H 0.963 1.576 1.140
25 H 0.081 4.041 2.568
26 H 0.295 2.851 3.984
27 H -1.371 3.329 0.374
28 H -3.827 2.286 -0.260
29 H -1.575 1.193 4.588
30 H -5.207 -2.370 3.764
31 H -7.132 -1.896 0.547
32 H -6.734 -2.912 2.120
33 H -5.305 -3.153 -0.578
34 H -4.154 -2.480 0.695
35 C 3.463 -2.152 -0.008
36 C 2.703 -0.832 -0.011
37 C 1.484 -0.825 -0.934
38 C 1.705 -0.959 -2.441
39 N 2.521 0.159 -3.113
40 C 4.024 -0.134 -3.080
41 C 4.257 -1.032 -4.274
42 C 3.401 -0.401 -5.351
43 C 2.194 0.186 -4.629
44 C 2.218 1.518 -2.528
45 H 3.760 -2.461 -1.013
46 H 4.370 -2.053 0.592
47 H 2.856 -2.948 0.428
48 H 3.383 -0.013 -0.257
49 H 2.359 -0.636 1.008
50 H 0.892 0.075 -0.731
51 H 0.834 -1.658 -0.633
52 H 0.718 -0.937 -2.909
53 H 2.171 -1.912 -2.697
54 H 4.550 0.818 -3.197
55 H 4.305 -0.592 -2.136
56 H 3.927 -2.055 -4.070
57 H 5.309 -1.076 -4.559
58 H 3.102 -1.124 -6.115
59 H 3.951 0.395 -5.858
60 H 1.280 -0.379 -4.812
61 H 2.032 1.224 -4.932
62 H 2.557 1.552 -1.494
63 H 1.142 1.686 -2.595
64 H 2.759 2.272 -3.103

Force components x, y, z for each atom (eV/Å):
-0.073 1.977 -1.082
2.585 1.255 -0.266
-4.222 -1.776 -0.460
0.639 0.100 0.610
-1.435 0.001 -0.375
-1.611 -0.699 -0.528
-2.301 -2.501 1.902
1.378 -1.084 3.873
1.727 0.517 0.951
1.548 1.713 -2.268
-1.831 0.569 -3.430
-0.297 0.005 1.193
0.549 -0.644 -4.102
-0.405 2.054 -2.685
0.658 -0.775 2.375
1.331 0.082 0.457
0.231 0.913 0.556
-0.378 1.733 -1.279
-0.816 0.967 -0.481
3.143 -2.279 2.070
0.287 -0.636 -0.434
0.366 0.666 0.811
-0.658 -1.640 0.782
0.088 0.887 1.181
0.124 -1.750 0.582
-0.059 0.085 -1.800
-0.813 -1.046 1.486
0.903 -0.195 1.473
-0.894 0.484 -1.846
0.207 1.833 -0.298
1.058 -0.386 1.155
0.365 1.107 -1.602
0.022 -0.497 1.640
-1.451 -1.038 -0.197
0.100 0.059 0.103
0.045 -0.105 -0.035
0.010 0.200 0.309
-0.187 0.226 0.221
-0.019 0.174 -0.368
-0.087 -0.138 0.099
0.136 -0.226 0.074
-0.021 -0.004 -0.629
0.022 0.077 0.049
0.062 -0.421 -0.025
0.021 -0.066 0.017
-0.071 -0.106 -0.053
0.051 0.012 -0.084
0.002 0.058 0.058
0.034 0.040 -0.114
-0.010 -0.061 -0.124
0.090 0.075 -0.279
0.184 0.044 -0.060
0.111 0.183 -0.080
-0.165 -0.073 0.041
-0.164 0.152 0.075
0.083 0.071 0.061
-0.082 0.005 0.141
0.011 0.159 0.115
-0.029 -0.079 0.058
0.078 0.081 0.218
-0.098 -0.168 0.249
-0.112 -0.033 -0.064
0.143 0.029 0.053
-0.105 -0.167 0.008

Output
* DFT total energy: -37266.826 eV
* spin multiplicity: 1
* gap between HOMO and LUMO: 8.1139 eV
* charge: +1
* energy relative to the best compared isomer or geometry (same formula, charge and spin): 149.6 kcal per mole


[2]
Formula: C24H34FN3O
Source: the OMol25 dataset
Level of theory: ωB97M-V/def2-TZVPD

CARTESIAN COORDINATES (ANGSTROEM)
1 C 4.745 -1.518 2.535
2 C 4.743 -1.710 0.933
3 C 3.675 -0.764 0.244
4 C 4.270 0.693 0.012
5 C 3.090 1.740 -0.264
6 C 2.550 1.684 -1.753
7 C 1.965 3.073 -2.225
8 C 0.939 3.752 -1.218
9 C -0.170 2.781 -0.628
10 C -0.091 2.694 0.967
11 C -1.403 3.162 1.715
12 C -2.492 2.033 1.933
13 C -1.983 0.747 2.701
14 C -2.907 -0.507 2.307
15 C -2.290 -1.368 1.127
16 C -3.225 -1.587 -0.106
17 C -4.440 -0.793 -0.380
18 C -5.300 -1.056 -1.590
19 C -4.889 -2.109 -2.505
20 C -3.655 -2.964 -2.300
21 N -3.409 -3.939 -3.269
22 C -2.259 -4.560 -2.941
23 F -1.831 -5.548 -3.822
24 C -1.372 -4.303 -1.771
25 O -0.158 -5.044 -1.601
26 C 0.783 -4.083 -1.265
27 N 1.461 -3.309 -0.746
28 N -1.670 -3.378 -0.835
29 C -2.843 -2.676 -1.099
30 H 3.989 -0.745 2.848
31 H 4.524 -2.497 3.063
32 H 5.794 -1.242 2.867
33 H 4.495 -2.801 0.766
34 H 5.782 -1.485 0.566
35 H 3.375 -1.242 -0.736
36 H 2.743 -0.763 0.884
37 H 4.980 0.690 -0.859
38 H 4.790 0.969 0.985
39 H 3.395 2.796 0.018
40 H 2.238 1.388 0.397
41 H 3.381 1.332 -2.441
42 H 1.755 0.875 -1.826
43 H 1.519 3.044 -3.266
44 H 2.852 3.780 -2.304
45 H 1.536 4.308 -0.445
46 H 0.387 4.545 -1.814
47 H -1.204 3.150 -0.907
48 H -0.066 1.729 -1.027
49 H 0.255 1.657 1.227
50 H 0.738 3.389 1.313
51 H -1.881 3.954 1.051
52 H -1.178 3.672 2.692
53 H -3.300 2.493 2.587
54 H -2.971 1.777 0.944
55 H -0.913 0.468 2.500
56 H -2.053 0.932 3.819
57 H -2.941 -1.142 3.248
58 H -3.956 -0.147 2.144
59 H -1.283 -0.930 0.871
60 H -2.087 -2.399 1.554
61 H -4.755 0.045 0.297
62 H -6.226 -0.444 -1.770
63 H -5.548 -2.300 -3.399

Force components x, y, z for each atom (eV/Å):
0.676 -0.432 -0.396
-0.513 -0.036 1.135
0.730 -0.556 -0.568
-1.308 -0.057 0.610
0.055 -0.811 -0.026
-0.161 -0.248 -0.007
0.532 0.385 0.042
-0.361 0.026 -1.157
0.048 0.004 0.806
0.371 0.610 -0.032
-0.388 -0.190 -0.638
0.345 0.528 0.567
-0.887 -0.295 -0.198
0.763 0.264 1.283
-0.722 -0.467 0.492
-1.823 0.676 -1.761
1.272 -1.812 -1.022
2.668 -2.026 0.071
-0.095 0.964 1.418
-2.297 2.272 0.667
3.565 -0.092 3.233
0.025 -0.579 -0.943
-0.623 1.581 1.578
-1.969 1.264 0.496
0.788 3.184 -0.185
-1.614 -2.127 0.520
0.142 -0.233 -0.648
-1.024 -1.540 -3.082
-0.553 0.757 0.283
0.884 -0.713 -0.179
0.033 1.186 -0.647
-1.364 -0.004 -0.186
0.336 1.281 -0.224
-1.084 -0.333 0.081
0.249 0.677 0.959
0.948 0.233 -0.618
-0.432 -0.023 0.978
-0.354 -0.117 -1.278
-0.326 -1.228 -0.335
0.995 0.862 -0.519
-0.895 0.627 0.657
0.888 0.915 0.093
0.440 -0.312 1.189
-0.988 -0.709 0.026
-0.798 -0.749 -0.415
0.782 -0.741 0.683
1.168 -0.417 0.191
-0.096 1.254 0.192
-0.574 0.984 0.100
-0.884 -0.875 -0.426
0.543 -0.773 0.867
-0.039 -0.660 -0.844
0.730 -0.583 -0.924
0.610 0.051 0.914
-0.973 0.432 0.036
0.044 -0.180 -1.288
-0.105 0.489 -1.254
1.000 -0.406 -0.006
-1.078 -0.499 -0.195
-0.058 1.181 -0.658
0.513 -1.078 -0.709
1.202 -0.825 0.171
1.038 0.034 1.033

Output
* DFT total energy: -34670.000 eV
* spin multiplicity: 1
* gap between HOMO and LUMO: 7.9395 eV
* energy relative to the best compared isomer or geometry (same formula, charge and spin): 69.9 kcal per mole
* SMILES: CCCCCCCCCCCCCCCc1cccc2nc(F)c(OC#N)nc12


[3]
Formula: C24H34N2O2
Source: the OMol25 dataset
Level of theory: ωB97M-V/def2-TZVPD

CARTESIAN COORDINATES (ANGSTROEM)
1 C -1.709 3.663 -5.983
2 C -0.941 3.265 -4.759
3 C -1.328 3.727 -3.504
4 C -0.623 3.374 -2.373
5 C 0.495 2.546 -2.451
6 C 0.879 2.085 -3.700
7 C 0.170 2.442 -4.836
8 H 0.492 2.069 -5.799
9 H 1.740 1.443 -3.810
10 C 1.202 2.198 -1.162
11 C 0.233 1.530 -0.210
12 C -0.523 0.437 -0.605
13 C -1.424 -0.169 0.256
14 C -1.596 0.325 1.545
15 C -0.816 1.410 1.953
16 C 0.081 1.999 1.090
17 H 0.678 2.833 1.427
18 H -0.945 1.780 2.958
19 O -2.482 -0.126 2.469
20 C -3.355 -1.207 2.172
21 C -4.563 -1.049 3.091
22 H -5.061 -0.101 2.899
23 H -5.266 -1.860 2.925
24 H -4.238 -1.064 4.128
25 C -2.654 -2.545 2.401
26 H -1.693 -2.565 1.891
27 H -2.471 -2.683 3.464
28 H -3.276 -3.360 2.041
29 H -3.694 -1.132 1.129
30 H -1.986 -1.020 -0.097
31 H -0.422 0.055 -1.612
32 H 1.538 3.130 -0.693
33 C 2.449 1.317 -1.336
34 C 3.054 1.063 0.037
35 O 3.273 1.945 0.839
36 N 3.324 -0.236 0.291
37 H 3.137 -0.935 -0.411
38 C 3.734 -0.720 1.590
39 C 2.968 -1.990 1.950
40 H 3.179 -2.745 1.188
41 H 3.336 -2.370 2.903
42 C 1.448 -1.744 2.019
43 N 0.606 -2.899 1.777
44 C 0.813 -3.976 2.722
45 H 1.776 -4.491 2.594
46 H 0.762 -3.574 3.732
47 H 0.015 -4.708 2.599
48 C 0.626 -3.365 0.408
49 H 0.434 -2.522 -0.255
50 H -0.171 -4.098 0.278
51 H 1.572 -3.844 0.112
52 H 1.169 -0.985 1.283
53 H 1.187 -1.349 3.005
54 H 4.813 -0.924 1.592
55 H 3.532 0.082 2.303
56 H 3.185 1.843 -1.948
57 H 2.189 0.373 -1.817
58 H -0.939 3.739 -1.406
59 H -2.192 4.371 -3.419
60 H -2.768 3.441 -5.859
61 H -1.612 4.735 -6.157
62 H -1.342 3.137 -6.861

Force components x, y, z for each atom (eV/Å):
0.000 0.034 0.030
0.077 -0.091 -0.073
0.052 -0.010 0.065
-0.009 0.051 -0.099
0.120 0.060 -0.107
0.063 0.001 0.197
-0.140 0.072 -0.109
0.008 -0.025 -0.097
0.106 -0.071 0.033
0.103 -0.163 0.060
0.025 0.044 0.034
0.123 0.130 0.077
-0.242 -0.240 0.139
0.211 0.240 -0.010
-0.196 -0.192 0.074
-0.037 -0.078 -0.043
0.080 0.089 0.025
-0.026 0.048 0.130
0.055 0.136 0.112
-0.359 -0.496 0.041
0.333 0.156 -0.321
-0.086 0.070 0.003
-0.078 -0.093 0.001
0.026 -0.034 0.130
-0.083 0.428 -0.226
0.072 -0.073 -0.020
0.028 -0.030 0.151
-0.093 -0.122 -0.023
0.080 0.041 0.129
-0.074 -0.088 0.013
-0.024 -0.029 -0.120
-0.016 -0.126 -0.035
-0.084 0.416 0.201
0.061 -0.336 -0.549
-0.010 0.424 0.208
0.079 -0.407 -0.002
-0.084 0.188 -0.047
0.185 -0.072 0.230
-0.258 0.225 -0.071
0.055 -0.107 0.020
0.074 -0.081 -0.033
0.143 0.029 -0.005
0.074 -0.104 -0.033
-0.087 0.122 -0.127
0.035 -0.042 0.021
0.009 -0.035 0.121
-0.005 -0.100 0.053
-0.009 0.048 0.159
-0.014 0.032 -0.103
-0.025 -0.053 -0.092
0.018 -0.022 -0.034
-0.016 0.037 0.066
0.027 0.095 -0.002
-0.123 0.103 0.105
0.080 -0.064 -0.036
0.051 -0.077 -0.036
0.006 -0.007 -0.076
-0.056 0.028 0.110
-0.098 0.073 0.019
-0.073 0.000 -0.067
-0.034 0.052 -0.082
-0.020 -0.006 -0.082

Output
* DFT total energy: -32515.846 eV
* spin multiplicity: 1
* gap between HOMO and LUMO: 8.7513 eV
* energy relative to the best compared isomer or geometry (same formula, charge and spin): 16.0 kcal per mole
* SMILES: Cc1ccc([C@H](CC(=O)NCCCN(C)C)c2ccc(OC(C)C)cc2)cc1